[1]
Below is a cluster of 2 separate species, C6H8N2O2 in total at a distorted geometry, with properties calculated with ωB97M-V/def2-TZVPD.

Structure (ORCA input):
```
! RIJCOSX wB97M-V def2-TZVPD def2/J DEFGRID3
* xyz 0 1
O -3.638 1.388 0.529
O -3.875 -0.842 0.856
N -0.441 0.210 0.278
N -0.300 -1.523 -1.029
C 0.810 -1.488 -0.264
C -1.012 -0.548 -0.679
C -3.009 0.008 -1.234
C 1.635 0.338 1.544
C -3.598 0.255 0.137
C 0.794 -0.412 0.574
H -2.658 0.877 -1.849
H 1.178 0.329 2.543
H 1.609 -2.178 -0.463
H 2.623 0.046 1.692
H -3.171 -1.001 -1.778
H 1.412 1.329 1.257
H -3.527 -1.657 0.446
H -0.908 1.050 0.756
*
```

=====

[2]
Below is the molecule C6H8N2O2 at a distorted geometry, with properties calculated with ωB97M-V/def2-TZVPD.

Structure (ORCA input):
```
! RIJCOSX wB97M-V def2-TZVPD def2/J DEFGRID3
* xyz 0 1
O 2.194 4.188 -0.172
O 0.301 4.575 0.900
N -0.078 2.582 -1.701
N 1.010 3.971 0.071
C -1.081 0.398 -2.475
C -0.168 0.787 -0.319
C 0.012 0.007 0.866
C 1.270 0.557 1.741
C -0.390 1.231 -1.533
C 0.466 2.865 -0.595
H -1.778 -0.292 -2.062
H 1.021 0.541 2.798
H 1.450 1.581 1.298
H -0.430 -0.060 -3.230
H 0.281 -1.027 0.519
H 2.218 0.075 1.487
H -1.612 1.031 -3.125
H -0.982 0.094 1.355
*
```

=====

[3]
Below is the molecule C6H8N2O3 at a distorted geometry, with properties calculated with ωB97M-V/def2-TZVPD.

Structure (ORCA input):
```
! RIJCOSX wB97M-V def2-TZVPD def2/J DEFGRID3
* xyz 0 1
O -3.338 -0.542 0.722
O -2.760 1.720 1.880
O -0.785 2.667 1.522
N 0.217 0.494 0.485
N -1.533 1.689 1.372
C -0.226 -1.577 -0.594
C 0.682 -0.821 0.315
C -2.140 -0.586 0.396
C -1.536 -1.457 -0.511
C 0.556 1.424 -0.581
C -1.081 0.576 0.867
H 0.220 2.435 -0.481
H -3.252 0.770 1.650
H 0.335 -2.359 -1.244
H 1.734 -0.854 -0.104
H 1.666 1.567 -0.613
H 0.374 1.066 -1.556
H -2.223 -1.978 -1.105
H 0.516 -1.383 1.173
*
```

=====

[4]
Below is the molecule C6H8N2O3 at a distorted geometry, with properties calculated with ωB97M-V/def2-TZVPD.

Structure (ORCA input):
```
! RIJCOSX wB97M-V def2-TZVPD def2/J DEFGRID3
* xyz 0 1
O -1.494 -1.172 -0.151
O -1.629 0.288 1.458
O -0.044 1.873 0.255
N -1.119 -0.209 0.470
N 0.336 0.063 -1.362
C 0.998 -1.133 -1.381
C 1.436 -1.862 -0.334
C 1.243 -1.843 1.056
C -1.165 2.825 -0.150
C -0.243 0.563 -0.209
C 0.397 -1.293 1.899
H 1.953 -2.593 1.487
H 2.103 -2.722 -0.642
H -1.912 2.619 0.521
H -0.010 -0.879 2.762
H -1.451 2.609 -1.117
H -0.799 3.848 0.021
H 1.277 -1.539 -2.319
H 0.122 0.555 -2.265
*
```

=====

[5]
Below is the molecule C6H8N2O3 at a distorted geometry, with properties calculated with ωB97M-V/def2-TZVPD.

Output
SMILES string: CO\C=N/C=C\C=C/[N+](=O)[O-]

Structure (ORCA input):
```
! RIJCOSX wB97M-V def2-TZVPD def2/J DEFGRID3
* xyz 0 1
O 1.333 0.217 -0.413
O -1.625 2.262 0.168
O -2.227 0.311 -0.596
N -0.230 -1.024 -1.484
N -1.664 1.049 0.235
C -0.860 0.388 1.223
C 0.359 0.065 -1.240
C -0.595 -2.062 -0.693
C 2.151 1.423 -0.365
C -0.840 -2.012 0.647
C -0.613 -0.896 1.471
H 2.891 1.455 0.412
H -1.246 -2.854 1.114
H -0.368 -1.259 2.509
H 1.692 2.372 -0.285
H -0.322 1.086 1.887
H 2.743 1.481 -1.341
H 0.145 0.897 -1.919
H -0.724 -2.898 -1.329
*
```

=====

[6]
Below is a structure of composition C6H8N2O4 at a distorted geometry, with properties calculated with ωB97M-V/def2-TZVPD.

Structure (ORCA input):
```
! RIJCOSX wB97M-V def2-TZVPD def2/J DEFGRID3
* xyz 0 1
O -4.785 2.111 -0.758
O -3.244 1.227 0.619
O -5.357 -0.876 -1.078
O -3.662 -0.908 0.396
N -2.867 -0.003 0.986
N -1.278 -0.309 0.041
C -4.195 1.187 -0.319
C -4.515 -0.295 -0.508
C -0.979 -1.563 0.349
C -0.421 0.799 0.538
C 0.643 0.843 -0.478
C 1.909 0.908 -0.204
H -0.109 -1.600 -0.289
H 2.610 0.761 -1.062
H 0.324 0.572 -1.418
H -0.030 0.637 1.554
H -0.996 1.755 0.355
H -0.619 -1.608 1.404
H 2.418 1.407 0.584
H -1.810 -2.296 0.187
*
```

=====

So what do the calculations give for electronic energy? Going down the list: -493.33759, -493.10014, -568.47468, -568.31297, -568.44018, -643.66095 Ha.